(1)
Molecular formula: C3H4NO
Method: DFT, ωB97M-V/def2-TZVPD

Element x y z (Å)
C 0.446 -2.236 0.157
C -2.478 1.999 -0.050
C 0.931 0.235 -0.071
N 0.718 -1.145 -0.142
O -3.385 2.602 0.286
H 0.608 -3.283 0.114
H 0.072 0.779 -0.447
H 1.645 0.685 -0.750
H 1.443 0.364 0.904

Gap between HOMO and LUMO, Eh: 0.39385
E, eV: -6703.529
LUMO level, hartree: -0.2133
ΔE to the lowest compared entry with this formula, charge and spin, kJ/mol: 110.1
HOMO, eV: -16.5212
Net charge: +1

Atom charges from the Löwdin analysis, given in e for atoms 1 to 4:
1 C 0.355
2 C 0.005
3 C -0.001
4 N 0.106

(2)
Molecular formula: C3H4NO
Method: DFT, ωB97M-V/def2-TZVPD

Element x y z (Å)
C -0.351 0.574 -1.347
C 0.853 0.371 -1.266
C 0.629 -0.112 0.839
N -0.910 -0.078 -0.273
O 1.527 -0.148 -0.259
H 0.285 0.925 1.213
H 0.764 -1.006 1.395
H -1.616 0.504 0.246
H -1.179 -1.030 -0.549

Gap between HOMO and LUMO (spin up / spin down), Eh: 0.35444 / 0.28441
2S+1: 3
E, eV: -6697.494
LUMO level (spin up / spin down), hartree: -0.1932 / -0.2889
ΔE to the lowest compared entry with this formula, charge and spin, kJ/mol: 330.3
HOMO (spin up / spin down), eV: -14.9025 / -15.5993
Net charge: +1
<S²>: 2.009

Atom charges from the Löwdin analysis, given in e for atoms 1 to 4:
1 C 0.035
2 C -0.027
3 C 0.165
4 N 0.109

(3)
Molecular formula: C3H4NO2
Method: DFT, ωB97M-V/def2-TZVPD

Element x y z (Å)
C 0.165 -0.269 0.365
C -0.811 0.753 -0.211
C -0.570 -0.584 -0.890
N 1.430 -0.123 0.912
O 2.452 0.418 0.998
O 0.563 -0.787 1.625
H -1.681 0.895 0.349
H -0.215 1.620 -0.534
H -1.451 -1.310 -0.857
H 0.118 -0.611 -1.757

Gap between HOMO and LUMO, Eh: 0.35207
E, eV: -8745.983
LUMO level, hartree: -0.2687
ΔE to the lowest compared entry with this formula, charge and spin, kJ/mol: 675.9
HOMO, eV: -16.8933
Net charge: +1
SMILES: O=[N+]1OC12CC2

Atom charges from the Löwdin analysis, given in e for atoms 1 to 4:
1 C -0.257
2 C 0.042
3 C 0.028
4 N -0.056